[1]
12
Properties=species:S:1:pos:R:3:forces:R:3 method="wB97M-V/def2-TZVPD" relative_energy_ev=1.704 e_homo_ev=-10.21 lumo_ev=0.562 max_force_ha_per_bohr=0.107 homo_lumo_gap_ev=10.78 smiles="O=CN1CCC1=O"
O -2.154390 1.144362 1.428215 2.026 -1.063 -3.196
C -1.593391 1.009777 0.308562 -3.375 3.159 1.498
N -0.579881 0.257161 -0.056843 1.330 -0.647 1.480
C 0.186228 -0.633269 0.802895 0.804 0.496 0.856
C 1.176639 -0.789778 -0.259417 2.151 -1.117 -4.937
C 0.419005 0.247137 -1.070000 -0.119 -0.743 -0.642
O 0.611869 0.803412 -2.103887 -0.612 0.321 0.349
H -1.870109 1.598455 -0.597976 -0.513 0.122 0.609
H -0.407513 -1.448450 1.061647 -0.585 -1.466 0.867
H 0.840508 -0.229421 1.582539 -1.467 0.456 0.775
H 2.112792 -0.210584 -0.149569 0.200 -1.272 0.495
H 1.258245 -1.748802 -0.946165 0.160 1.754 1.845



[2]
6
Properties=species:S:1:pos:R:3:forces:R:3 method="wB97M-V/def2-TZVPD" relative_energy_ev=0.000 e_homo_ev="-7.32 / -11.60" multiplicity=3 lumo_ev="0.437 / -2.990" max_force_ha_per_bohr=0.061 s_squared=2.028 homo_lumo_gap_ev="7.76 / 8.61"
C -0.243915 -0.258416 -0.393735 -0.125 -0.978 -2.893
N 0.763485 0.462425 -0.066008 0.507 0.645 0.521
F 1.570397 0.952907 -1.059603 -0.506 -0.685 -0.708
F -0.383048 0.278806 2.045986 0.966 1.643 2.091
S -1.172533 -0.732198 0.958231 -1.667 -2.091 -1.635
H -0.534386 -0.703524 -1.484872 0.825 1.466 2.624



[3]
12
Properties=species:S:1:pos:R:3:forces:R:3 method="wB97M-V/def2-TZVPD" relative_energy_ev=5.817 e_homo_ev=-12.78 charge=+1 lumo_ev=-5.883 max_force_ha_per_bohr=0.118 homo_lumo_gap_ev=6.89
C 4.022207 -0.356121 -0.255630 1.657 -0.092 -0.403
C 2.174455 1.157163 0.019539 -3.146 -4.973 1.484
C 0.372571 0.117088 0.319732 2.543 4.158 -0.312
C -2.348097 -0.007198 -0.035569 0.980 -0.973 -1.161
N 3.213952 0.490270 0.011094 -0.586 -0.264 -0.358
S -0.858666 1.180317 0.196769 -0.803 -1.814 -0.693
H 4.940418 -0.586643 0.276977 -0.346 -0.317 0.340
H 1.842685 2.083787 -0.111711 -0.777 3.621 -0.642
H 0.176471 -0.910890 0.462360 0.211 -1.239 -0.108
H -3.244488 0.343243 0.424677 -0.375 0.712 0.350
H -2.026086 -0.911659 0.492755 -0.161 0.183 -0.117
H -2.575971 -0.306891 -1.128073 0.801 0.999 1.619